(1)
{"formula": "C4H9N", "method": "the ωB97M-V functional and the def2-TZVPD basis", "homo_energy_ev": -8.155, "e_lumo_ev": 0.62, "relative_energy_kj_mol": 325.9, "total_energy_ev": -5780.434, "smiles": "C/C=C/CN", "species": ["C", "C", "H", "H", "H", "H", "H", "H", "H", "N", "H", "C", "H", "C"], "positions_angstrom": [[0.361, 2.173, 1.023], [-0.326, 0.134, -0.154], [0.489, -1.719, 0.644], [-0.677, 0.555, -1.090], [-0.987, -2.468, -1.249], [-0.379, -1.231, -2.145], [1.466, -1.078, -0.688], [-0.260, 3.161, 0.986], [1.259, 2.378, 0.428], [-0.136, -2.065, -1.488], [0.792, 2.451, 2.014], [0.260, -1.205, -0.271], [-0.574, 0.506, 1.906], [-0.325, 0.881, 1.004]]}

***

(2)
{"formula": "C6H6OS2", "method": "the ωB97M-V functional and the def2-TZVPD basis", "homo_energy_ev": -7.879, "e_lumo_ev": 0.48, "relative_energy_kj_mol": 212.6, "total_energy_ev": -30035.091, "smiles": "O=C=CC=C1SCCS1", "species": ["H", "H", "C", "C", "C", "H", "S", "H", "H", "C", "C", "C", "H", "S", "O"], "positions_angstrom": [[-2.247, -0.748, 0.455], [-0.943, -2.396, -0.724], [3.080, 1.089, -0.602], [1.701, 1.501, -0.400], [3.774, 0.124, -0.057], [3.657, 1.562, -1.453], [0.921, -1.103, 0.178], [-2.486, -0.099, -1.141], [-0.099, -1.135, -1.894], [0.784, 0.611, 0.012], [-1.654, -0.357, -0.367], [-0.611, -1.291, -0.922], [1.279, 2.454, -0.653], [-0.955, 1.218, 0.138], [4.467, -0.746, 0.219]]}

***

(3)
{"formula": "C8H6Cl6O4", "method": "the ωB97M-V functional and the def2-TZVPD basis", "homo_energy_ev": -9.719, "e_lumo_ev": -1.78, "relative_energy_kj_mol": 115.7, "total_energy_ev": -91715.684, "smiles": "O=C1C=C(O)C(=O)C=C1O.ClC(Cl)Cl.ClC(Cl)Cl", "species": ["Cl", "C", "O", "O", "O", "C", "C", "Cl", "H", "C", "H", "Cl", "H", "H", "C", "C", "Cl", "H", "C", "O", "C", "H", "Cl", "Cl"], "positions_angstrom": [[-1.455, 2.241, 3.123], [-0.838, -2.095, -2.574], [-0.952, -2.351, -6.170], [-0.591, -3.636, -0.957], [-0.868, -0.390, -4.188], [-0.699, -4.413, -3.313], [-0.821, -2.643, -5.011], [-1.550, 1.571, 5.968], [-0.855, -0.371, -5.148], [-0.835, -1.685, -3.862], [-0.954, -1.432, -1.729], [2.675, 5.862, 5.036], [-0.435, -5.850, -2.091], [4.958, 5.201, 4.834], [-2.336, 2.507, 4.722], [-0.655, -3.454, -2.173], [-4.164, 2.549, 4.755], [-0.867, -4.726, -5.391], [-0.739, -4.014, -4.589], [-0.567, -5.777, -3.039], [4.502, 6.079, 5.293], [-2.096, 3.514, 5.061], [5.205, 7.394, 4.400], [4.938, 5.919, 7.042]]}

***

(4)
{"formula": "C41H93O31P4", "method": "the ωB97M-V functional and the def2-TZVPD basis", "charge": -1, "homo_energy_ev": -6.099, "e_lumo_ev": 2.11, "relative_energy_kj_mol": 0.0, "total_energy_ev": -144664.264, "species": ["O", "H", "O", "H", "O", "H", "H", "O", "H", "O", "H", "C", "C", "H", "O", "H", "H", "O", "C", "O", "H", "H", "C", "C", "C", "O", "H", "H", "C", "H", "H", "H", "H", "H", "C", "H", "H", "H", "C", "C", "O", "H", "H", "H", "O", "H", "H", "H", "O", "H", "P", "H", "H", "H", "C", "H", "H", "H", "C", "H", "H", "C", "H", "H", "H", "H", "H", "C", "H", "O", "H", "C", "C", "H", "H", "H", "C", "H", "H", "H", "O", "H", "O", "H", "H", "H", "C", "H", "H", "H", "H", "O", "O", "C", "P", "O", "H", "H", "H", "O", "H", "C", "H", "O", "C", "H", "H", "C", "H", "H", "H", "C", "H", "C", "C", "C", "H", "O", "O", "O", "O", "H", "O", "H", "C", "O", "H", "H", "C", "H", "H", "H", "C", "H", "H", "C", "H", "H", "C", "H", "H", "P", "C", "O", "C", "C", "H", "H", "H", "H", "C", "C", "H", "H", "C", "C", "H", "O", "P", "H", "H", "H", "C", "O", "C", "C", "H", "O", "O"], "positions_angstrom": [[1.285, -1.248, -1.112], [-3.256, -1.361, -2.013], [-1.305, 4.729, -6.704], [0.810, 5.059, -8.600], [4.505, -7.305, -2.603], [1.275, -2.383, 7.532], [1.549, 1.417, -1.259], [1.759, -0.177, -5.823], [2.218, -2.085, -5.403], [-4.874, -0.807, 2.092], [4.200, -1.557, -3.971], [0.241, -3.802, 1.417], [0.971, -4.120, 6.441], [-2.888, 7.772, -1.036], [-0.031, -1.517, -6.373], [-0.219, 6.237, -4.652], [-1.933, 2.412, 1.799], [1.205, 4.994, -0.845], [4.717, 3.572, 4.656], [0.967, 7.191, 0.584], [-3.184, 6.261, -3.641], [-1.250, 4.147, -2.411], [0.261, 4.129, -8.457], [-0.182, 0.165, 3.156], [3.555, 5.174, -0.277], [-2.562, -0.883, 6.707], [0.553, 2.268, -3.484], [-2.097, 0.661, -0.053], [-0.841, -0.756, 4.179], [5.420, 4.233, 4.148], [-3.649, 0.426, -1.656], [-4.360, -2.906, 6.778], [2.215, 3.391, 0.013], [-0.926, 7.589, -3.881], [-3.503, -1.222, 7.715], [0.159, -4.732, 6.048], [5.721, -8.034, -4.037], [0.794, 3.452, -7.789], [-0.277, 0.311, -8.588], [3.068, -4.130, -2.021], [-0.469, -0.082, 5.446], [-4.380, -2.895, 8.503], [0.902, 0.050, 3.155], [3.620, 5.314, 0.802], [-4.243, 1.100, 1.110], [-0.422, -1.763, 4.178], [1.930, -2.693, 2.532], [0.136, 2.964, 0.603], [-0.577, -2.393, 6.556], [-3.015, 5.823, 0.627], [-1.866, 3.751, -5.610], [-4.524, -4.685, -2.094], [0.292, -0.215, -9.355], [4.011, -10.027, -2.379], [-0.159, 3.519, 1.494], [4.468, 4.631, -0.519], [5.725, -9.715, -2.151], [-0.356, -2.944, 1.728], [-2.126, 6.448, 0.539], [-4.175, -2.656, 2.797], [3.342, -3.625, -2.947], [-4.936, -2.212, 2.155], [4.345, 2.747, 6.511], [-2.133, -4.967, -1.178], [-1.463, -5.498, 4.064], [-2.113, 4.062, 2.404], [-1.511, -3.937, 4.839], [-3.743, -2.673, 7.646], [-4.107, -4.178, 5.013], [0.576, 0.441, -7.474], [-3.074, -0.887, 8.659], [-2.103, -4.635, 4.248], [4.978, 3.541, 6.115], [0.303, 3.061, 2.369], [4.039, 0.184, -4.291], [-0.976, 1.545, -3.969], [2.375, 4.239, -0.653], [1.652, -3.728, 5.685], [4.085, -8.269, -4.404], [-2.083, 3.700, 0.673], [-0.597, -4.937, 1.550], [4.693, 1.220, 0.213], [-0.461, 3.367, -4.847], [-1.732, 5.001, -8.786], [-2.306, 2.705, -2.408], [1.576, -4.832, 7.002], [4.924, -9.720, -2.890], [-2.731, -3.392, -1.492], [-1.924, -0.867, 4.126], [-5.839, -2.558, 2.658], [1.216, -3.966, 3.383], [2.022, 0.762, -1.776], [-2.665, 4.712, -4.586], [4.784, -8.339, -3.571], [0.469, 5.848, 0.297], [0.368, 4.855, 1.592], [2.683, 3.911, -1.645], [-3.005, 8.502, 0.549], [-4.318, -5.874, -0.836], [-0.436, -0.257, 8.078], [-1.087, -0.334, -8.245], [-2.322, -0.383, -0.274], [-0.640, -0.054, 2.192], [3.993, 3.257, 2.003], [-1.277, 3.059, -2.467], [0.456, -3.597, 0.369], [-0.706, 1.262, -8.904], [1.450, -3.658, 2.364], [-2.865, -3.319, 7.669], [6.037, 3.337, 6.276], [5.078, -10.461, -3.674], [-1.008, 6.505, -3.948], [0.314, 3.624, -9.422], [2.368, -1.099, -4.962], [0.677, -0.518, -6.522], [-2.399, 7.835, -0.064], [-0.278, 1.221, 3.407], [4.323, -5.610, -4.084], [-1.056, 5.871, -0.273], [-2.387, -4.004, 3.064], [-2.907, -6.126, 1.727], [-0.841, 2.765, -1.511], [3.767, -5.360, -1.818], [4.736, 4.424, 6.707], [-4.203, -0.082, 1.135], [-2.681, -3.787, 0.515], [-1.474, 8.350, -0.323], [-3.799, -5.920, 4.657], [-1.640, 3.449, 1.636], [3.145, -3.391, -1.224], [-2.808, 6.680, -5.218], [3.623, 6.143, -0.772], [-2.915, -0.380, -1.682], [-2.162, -0.153, -2.436], [-1.740, 6.558, 1.553], [-2.850, -4.234, -0.809], [-1.388, -0.945, -0.242], [-4.317, -0.543, 7.464], [4.259, -6.066, -2.971], [-0.815, 6.082, -2.963], [2.961, 1.127, 0.837], [-0.980, -0.832, 6.826], [4.359, 2.282, 2.735], [4.407, 1.011, 2.319], [-0.495, 2.484, -3.693], [3.854, -0.813, -4.688], [2.026, -4.448, -2.035], [1.853, -1.004, -4.007], [2.193, -4.350, 1.966], [3.980, -0.293, 0.753], [0.425, -3.042, 7.354], [-3.386, -4.995, 5.058], [0.008, -3.503, 8.249], [-4.932, -2.616, 1.143], [-4.258, -4.805, -1.044], [-2.412, 6.090, -4.392], [-4.982, -4.316, -0.392], [-3.371, -0.903, 0.494], [-2.200, -4.821, 1.687], [3.774, 4.090, 4.482], [-1.815, 3.456, -8.304], [4.477, -0.894, -5.579], [1.349, -0.008, -0.986], [0.667, 0.697, -0.228], [-1.223, 4.344, -8.081], [3.992, 0.784, 0.925], [-3.162, -5.088, 6.121], [4.768, 2.294, 4.005], [-2.600, 2.530, -6.069]]}

***

Number 1: Kohn-Sham gap 8.78 eV. Number 2: Kohn-Sham gap 8.36 eV. Number 3: Kohn-Sham gap 7.94 eV. Number 4: Kohn-Sham gap 8.21 eV.